# 1
{
  "formula": "C24H42NO9",
  "method": "ωB97M-V/def2-TZVPD",
  "e_tot_ha": -1671.37628,
  "multiplicity": 2,
  "largest_force_ha_per_bohr": 0.09011,
  "lumo_energy_ev": [0.5, 0.0],
  "homo_ev": [-8.680, -9.734],
  "symbols": ["C", "C", "O", "O", "C", "C", "C", "C", "C", "C", "C", "C", "C", "O", "O", "C", "C", "O", "C", "C", "C", "C", "N", "O", "C", "C", "C", "C", "H", "H", "H", "H", "H", "H", "H", "H", "H", "H", "H", "H", "H", "H", "H", "H", "H", "H", "H", "H", "H", "H", "H", "H", "H", "H", "H", "H", "H", "H", "H", "H", "H", "H", "H", "H", "C", "O", "C", "O", "O", "C", "H", "H", "H", "H", "H", "H"],
  "positions_angstrom": [[3.38417, -0.13645, 3.61823], [4.19687, 0.16095, 2.28172], [4.21233, 1.34498, 1.85142], [4.87707, -0.80357, 1.49544], [3.95133, -1.84024, 1.05067], [3.76438, -1.68486, -0.54311], [2.76738, -0.46086, -0.84090], [1.34708, -0.96474, -1.40116], [0.10995, -0.70430, -0.36588], [-0.92397, 0.32399, -1.01952], [-2.48736, -0.05922, -0.75998], [-2.80513, -1.56715, -1.18334], [-3.06900, -2.58996, -0.00371], [-2.29556, -2.89735, 0.91455], [-4.34995, -3.29815, -0.01829], [-4.01083, -4.65596, -0.35638], [-4.97072, -5.87814, 0.08028], [-2.99869, -4.95858, -1.02924], [-2.79294, 0.33203, 0.76002], [-4.30695, 0.76194, 1.08350], [-4.22479, 1.66677, 2.42612], [-5.17764, -0.54107, 1.53399], [-5.04880, 1.37764, -0.03841], [-6.08838, 2.07877, 0.31785], [-4.19780, 2.02599, -1.06625], [-3.38566, 3.32261, -0.58348], [-5.22586, 2.56385, -2.21390], [-3.30262, 0.91389, -1.78965], [2.32168, 0.24018, 3.47953], [3.88530, 0.46138, 4.45000], [3.39198, -1.26767, 3.80743], [4.42664, -2.86408, 1.24867], [2.91030, -1.76576, 1.50688], [4.79470, -1.44718, -1.00138], [3.44094, -2.67399, -1.03470], [2.62074, 0.25343, 0.03389], [3.26654, 0.15972, -1.67648], [1.18398, -0.47836, -2.41639], [1.44836, -2.09320, -1.59420], [-0.30861, -1.73584, -0.13470], [0.59386, -0.32114, 0.60290], [-0.72826, 1.39021, -0.62498], [-0.76876, 0.35743, -2.14674], [-1.87557, -1.95702, -1.74718], [-3.66822, -1.68852, -1.92882], [-4.54505, -6.46798, 0.95526], [-6.00217, -5.46849, 0.36422], [-5.09586, -6.53317, -0.84758], [-2.44169, -0.44119, 1.53414], [-2.15350, 1.26819, 0.98228], [-3.99980, 0.90972, 3.27000], [-3.32852, 2.38112, 2.42978], [-5.20953, 2.15517, 2.70858], [-4.56380, -1.23241, 2.22179], [-6.13183, -0.19856, 2.06027], [-5.49724, -1.08284, 0.57803], [-2.37484, 3.33796, -1.13369], [-3.23076, 3.40868, 0.53754], [-3.93824, 4.26915, -0.93737], [-4.57858, 2.85000, -3.11400], [-5.75056, 3.50647, -1.83617], [-5.98086, 1.73285, -2.45597], [-3.97953, 0.34681, -2.50581], [-2.55291, 1.49040, -2.45051], [10.42718, 2.07979, -0.93097], [9.13226, 1.73375, -1.41675], [8.12322, 2.11434, -0.61380], [8.23573, 2.69862, 0.43534], [6.97200, 1.73080, -1.18374], [5.80261, 2.07220, -0.43367], [11.16038, 1.72526, -1.65614], [10.52772, 3.16339, -0.83917], [10.62325, 1.59137, 0.02596], [5.71934, 3.15594, -0.32303], [5.81390, 1.58582, 0.53845], [4.93417, 1.71441, -0.98756]]
}



# 2
{
  "formula": "C24H43BF6N3O8",
  "method": "ωB97M-V/def2-TZVPD",
  "e_tot_ha": -2330.66123,
  "total_charge": -1,
  "largest_force_ha_per_bohr": 0.02199,
  "lumo_energy_ev": 2.1,
  "homo_ev": -5.064,
  "symbols": ["C", "C", "C", "C", "C", "N", "B", "O", "N", "C", "C", "C", "C", "C", "C", "C", "N", "C", "C", "C", "O", "C", "O", "O", "H", "H", "H", "H", "H", "H", "H", "H", "H", "H", "H", "H", "H", "H", "H", "H", "H", "H", "H", "H", "H", "H", "H", "H", "H", "H", "H", "H", "H", "H", "H", "H", "H", "C", "C", "O", "C", "O", "C", "F", "F", "F", "H", "H", "H", "H", "H", "C", "C", "O", "C", "O", "C", "F", "F", "F", "H", "H", "H", "H", "H"],
  "positions_angstrom": [[-4.12946, 2.97732, 0.66309], [-2.97681, 3.25463, -0.29700], [-1.65453, 3.48333, 0.43740], [-0.41328, 3.38572, -0.45565], [0.81991, 2.82388, 0.27803], [0.99102, 1.39739, 0.09209], [0.50984, 0.50451, 1.14272], [0.81369, 0.70926, 2.49116], [-0.39898, -0.60393, 0.82900], [-1.77808, -0.15898, 1.04537], [-0.13281, -1.77754, 1.67303], [2.14781, 0.98606, -0.73232], [3.50379, 1.60670, -0.29730], [3.77761, 1.82756, 1.19743], [4.06214, 3.27984, 1.64538], [3.11554, 3.85043, 2.70024], [3.78149, 4.91353, 3.46259], [1.86628, 1.38996, -2.18497], [2.89984, 0.88590, -3.16110], [2.48578, 0.36255, -4.45800], [3.14707, 1.65580, -4.33330], [2.26476, -0.59340, -0.68721], [3.06970, -1.03710, 0.15690], [1.54270, -1.22843, -1.50377], [-3.90459, 2.10231, 1.27668], [-5.06650, 2.81155, 0.13175], [-4.26321, 3.81733, 1.34980], [-2.84675, 2.39255, -0.95614], [-3.20886, 4.13238, -0.90512], [-1.58911, 2.78045, 1.27452], [-1.68510, 4.48883, 0.87120], [-0.17131, 4.38563, -0.82900], [-0.60746, 2.74568, -1.31708], [1.70803, 3.36976, -0.04989], [0.69641, 3.06143, 1.34427], [0.84477, 1.63419, 2.74580], [-1.88679, 0.46738, 1.94501], [-2.39622, -1.04452, 1.18737], [-2.15761, 0.36582, 0.16472], [-0.47746, -2.68620, 1.17256], [-0.67710, -1.69031, 2.62378], [0.93024, -1.87797, 1.88341], [4.24935, 0.89428, -0.64416], [3.68448, 2.52935, -0.86318], [4.68255, 1.26292, 1.42259], [2.99639, 1.38030, 1.80398], [5.07128, 3.32803, 2.06703], [4.06655, 3.95337, 0.78460], [2.73443, 3.04301, 3.33946], [2.26620, 4.32003, 2.20190], [3.20162, 5.23892, 4.22429], [4.64768, 4.56467, 3.85386], [0.90557, 0.96174, -2.46102], [1.86385, 2.48227, -2.26553], [3.77561, 0.41281, -2.73126], [1.46364, 0.50489, -4.78039], [3.11605, -0.38067, -4.93005], [2.30623, -4.61451, -1.97247], [2.01147, -4.09390, -3.35528], [2.81505, -4.77625, -4.36698], [2.43534, -5.98024, -4.71678], [1.48735, -6.61034, -4.34536], [3.40840, -6.52968, -5.78803], [4.68544, -6.38684, -5.41763], [3.23749, -5.87444, -6.94720], [3.18289, -7.82331, -6.00944], [3.36965, -4.51863, -1.75223], [1.75335, -4.01670, -1.24885], [2.02839, -5.66439, -1.86660], [2.29008, -3.04580, -3.42552], [0.95882, -4.18564, -3.61768], [-7.66435, -0.42176, 2.38302], [-7.55873, -1.58233, 3.34723], [-6.53167, -2.51464, 2.94967], [-5.28543, -2.14205, 3.20684], [-4.92812, -1.14292, 3.75369], [-4.30464, -3.22896, 2.71072], [-4.59649, -3.59513, 1.45880], [-4.39744, -4.31467, 3.49404], [-3.06542, -2.77438, 2.74744], [-7.84070, -0.78448, 1.37020], [-8.49395, 0.22252, 2.67397], [-6.75197, 0.17216, 2.37921], [-8.47234, -2.17257, 3.35072], [-7.36034, -1.24728, 4.36493]]
}



# 3
{
  "formula": "C24H43BrCrP2",
  "method": "ωB97M-V/def2-TZVPD",
  "e_tot_ha": -5241.13376,
  "total_charge": 1,
  "multiplicity": 4,
  "largest_force_ha_per_bohr": 0.09397,
  "lumo_energy_ev": [-2.8, -2.7],
  "homo_ev": [-9.375, -10.136],
  "symbols": ["Cr", "C", "C", "C", "C", "C", "C", "H", "H", "H", "C", "H", "H", "H", "C", "H", "H", "H", "C", "H", "H", "H", "C", "H", "H", "H", "C", "C", "C", "C", "C", "C", "C", "C", "H", "H", "H", "H", "H", "H", "H", "H", "H", "H", "H", "H", "P", "P", "C", "C", "H", "H", "H", "H", "C", "H", "H", "H", "C", "H", "H", "H", "C", "H", "H", "H", "C", "H", "H", "H", "Br"],
  "positions_angstrom": [[-0.05748, -0.32690, 1.00845], [-0.83586, -1.90036, 2.45839], [0.56262, -2.08251, 2.06744], [0.43774, -0.42116, 3.72574], [-0.87611, -0.93307, 3.52750], [1.32644, -1.09585, 2.81738], [-1.96031, -2.81084, 2.10703], [-1.72073, -3.40245, 1.21589], [-2.88616, -2.24655, 1.91246], [-2.17166, -3.51335, 2.93151], [-2.08167, -0.59038, 4.30606], [-3.00730, -0.74697, 3.73892], [-2.06935, 0.45110, 4.65090], [-2.11848, -1.24047, 5.18986], [0.83415, 0.58154, 4.73845], [1.00045, 0.05921, 5.68916], [0.05735, 1.33882, 4.90043], [1.76669, 1.09837, 4.47515], [2.80947, -1.07503, 2.89111], [3.15086, -1.70319, 3.73037], [3.20015, -0.06313, 3.06224], [3.25713, -1.47741, 1.97437], [1.14044, -3.24748, 1.33391], [1.49890, -4.04220, 2.00559], [1.99948, -2.92401, 0.73486], [0.39777, -3.69884, 0.67224], [-1.86102, 0.97750, -3.26799], [-1.89455, -0.36338, -3.16359], [-1.19153, -1.24786, -4.14117], [0.30525, -0.89779, -4.37113], [1.02562, -0.24483, -3.22434], [1.16231, 1.08356, -3.11710], [0.41956, 2.07493, -3.97410], [-1.07883, 1.74002, -4.30086], [-1.68707, -1.22097, -5.12839], [0.37640, -0.26543, -5.27355], [-1.26001, -2.28349, -3.78522], [-1.12712, 1.24756, -5.28420], [-2.59301, 1.57073, -2.69545], [-2.66554, -0.84593, -2.55106], [-1.57671, 2.71614, -4.43115], [0.43349, 3.05548, -3.46704], [1.95845, 1.49573, -2.48811], [0.93431, 2.23694, -4.93995], [0.81703, -1.84314, -4.61770], [1.66282, -0.90030, -2.62703], [-1.53613, 0.45575, -0.44993], [1.61921, 1.51151, 0.64304], [-0.70119, 1.99411, -0.97362], [0.56065, 2.64052, -0.33053], [-1.48474, 2.75052, -1.11431], [-0.40325, 1.66601, -1.96217], [1.20122, 3.06990, -1.11595], [0.23698, 3.46605, 0.31964], [2.40898, 2.57370, 1.87845], [2.87068, 1.96497, 2.66781], [1.66833, 3.25191, 2.32718], [3.19527, 3.16807, 1.38814], [2.93384, 0.70770, -0.32280], [3.46482, 1.44638, -0.93474], [2.51333, -0.08133, -0.96224], [3.63638, 0.24945, 0.38611], [-3.30257, 0.34227, -0.27465], [-3.56430, -0.58166, 0.26808], [-3.79554, 0.32252, -1.25435], [-3.65075, 1.21051, 0.30390], [-0.75662, -1.19185, -0.81737], [0.13948, -1.53297, -0.19385], [-0.32289, -1.17482, -1.81223], [-1.49581, -1.99644, -0.78110], [-1.24981, 1.69488, 2.10126]]
}